Entry 1:
Molecular formula: C12H17N
Method: DFT, ωB97M-V with the def2-TZVPD basis set

Structure (XYZ):
```
30
Properties=species:S:1:pos:R:3:forces:R:3:mulliken_charge:R:1
C -1.7845 2.2505 -0.2654 1.598 -1.296 0.341 -0.18
C -1.5747 2.0234 1.2529 -0.590 0.626 -0.240 -0.50
C -2.5423 1.1047 -0.9430 0.374 -0.115 0.184 -1.21
H -0.7295 2.2114 -0.5570 -0.221 0.361 -0.868 0.15
H -2.1924 3.2116 -0.5674 -0.109 0.058 0.282 0.39
H -1.6028 2.9819 1.7762 0.009 -0.142 0.202 0.35
H -2.3179 1.3517 1.6746 -0.224 0.052 0.158 0.30
H -2.2271 0.9270 -1.9742 -0.512 0.627 -0.216 0.32
H -3.5929 1.3344 -0.8032 -0.360 -0.345 -0.543 0.36
H -0.6027 1.5619 1.4154 -0.233 0.138 0.007 -0.24
H -2.3561 0.1122 -0.5233 0.104 0.225 0.607 0.27
C 1.7381 -1.8442 -2.5863 -1.067 -0.698 2.042 -1.37
C 1.0689 -1.2322 -0.1171 -0.992 -0.099 -0.265 1.09
C 1.5932 -0.9167 -1.4088 0.779 0.661 -1.230 0.59
C 1.3592 -0.1395 0.7104 -0.303 0.221 0.621 -0.23
C 2.1733 0.3103 -1.3297 -0.283 -0.857 0.606 -0.94
C 0.2326 -2.2845 0.3284 0.546 0.103 0.253 -0.65
C 0.9085 -0.0723 2.0408 -0.009 -0.013 -0.688 -0.82
C -0.1870 -2.2160 1.6277 -1.353 1.276 1.142 -0.62
C 0.0335 -1.0560 2.4162 1.084 -0.579 0.519 -0.22
N 1.9336 0.8570 -0.0569 1.499 -0.103 -0.718 -0.09
H -0.0798 -3.1043 -0.3061 0.225 0.016 -0.096 0.39
H 2.0671 -1.3889 -3.5036 0.394 0.014 -0.117 0.38
H 0.7866 -2.3627 -2.7276 -0.093 0.161 -0.430 0.30
H 2.9408 0.6819 -1.9912 -0.388 0.550 -0.099 0.41
H 2.6944 1.4396 0.2647 -0.410 0.131 0.511 0.28
H 1.1904 0.7248 2.7169 -0.173 0.169 -0.157 0.42
H -0.8855 -2.8554 2.1580 0.123 -0.709 -0.796 0.32
H -0.3999 -0.9892 3.4080 -0.002 -0.219 -0.030 0.42
H 2.3548 -2.6221 -2.1294 0.586 -0.215 -0.983 0.32
```
Forces are in eV/Å.

Results
Relative energy (zero: lowest compared OMol25 entry of this formula, charge and spin): 27.7 kcal/mol
E_LUMO: 0.90 eV
HOMO-LUMO gap: 8.9 eV
E_HOMO: -0.293 hartree
Total charge: 0
SMILES: Cc1c[nH]c2ccccc12.CCC

Entry 2:
Molecular formula: C12H17N
Method: DFT, ωB97M-V with the def2-TZVPD basis set

Structure (XYZ):
```
30
Properties=species:S:1:pos:R:3:forces:R:3:mulliken_charge:R:1
C 2.3593 -1.1905 -0.0331 -1.021 -0.685 0.614 0.68
C 1.7506 -2.2454 -0.9386 0.251 -1.502 -0.984 -1.36
C 3.6930 -1.7224 0.5216 -0.827 -0.242 -0.649 -1.28
H 1.6443 -1.0723 0.7888 0.386 -0.201 0.003 -0.24
H 2.2299 -0.2274 -0.5364 1.105 0.092 -0.032 0.20
H 2.4230 -2.6755 -1.7006 0.329 0.969 -0.212 0.39
H 1.5693 -3.2279 -0.4713 -0.573 0.616 0.688 0.34
H 4.4143 -1.8017 -0.2925 0.392 0.317 0.326 0.32
H 3.4740 -2.7559 0.7998 0.052 -0.100 0.048 0.30
H 0.8608 -1.9237 -1.4813 -0.101 0.027 0.250 0.29
H 4.0484 -1.2724 1.4407 0.310 0.538 -0.213 0.38
C 0.7029 2.9779 -0.4384 -1.695 0.045 0.821 -1.29
C -0.6350 0.8292 0.1595 0.124 0.990 -0.104 1.71
C -0.5028 2.0785 -0.5985 -0.362 -1.112 -0.812 0.30
C -1.6803 0.0778 -0.3967 0.405 0.155 0.615 -0.66
C -1.4965 2.0011 -1.5337 0.489 0.305 0.202 -0.64
C -0.0329 0.4391 1.3462 -1.036 -0.433 1.360 -0.74
C -2.0777 -1.1008 0.2152 -0.516 -0.943 0.202 -0.56
C -0.5328 -0.6701 2.0183 -0.016 -0.334 -0.497 -0.37
C -1.5246 -1.4734 1.4291 0.538 0.683 -0.071 -0.66
N -2.2386 0.8164 -1.4281 0.183 -0.323 -0.314 -0.23
H 0.6304 1.0416 1.9439 0.469 0.372 -0.451 0.31
H 0.4406 3.8672 0.1346 -0.001 0.151 0.093 0.33
H 1.0914 3.3348 -1.3862 0.462 -0.411 0.023 0.32
H -1.8309 2.7344 -2.2514 0.272 -0.033 -0.195 0.43
H -2.4255 0.3099 -2.2880 -0.410 0.335 0.160 0.26
H -2.8432 -1.7768 -0.1523 -0.117 0.401 -0.387 0.38
H -0.1215 -0.9357 2.9830 -0.023 -0.012 0.040 0.38
H -1.8956 -2.3564 1.9287 0.054 -0.051 0.021 0.40
H 1.3260 2.3766 0.2216 0.876 0.384 -0.547 0.31
```
Forces are in eV/Å.

Results
Relative energy (zero: lowest compared OMol25 entry of this formula, charge and spin): 27.3 kcal/mol
E_LUMO: 0.93 eV
HOMO-LUMO gap: 8.9 eV
E_HOMO: -0.294 hartree
Total charge: 0
SMILES: Cc1c[nH]c2ccccc12.CCC

Entry 3:
Molecular formula: C12H17N
Method: DFT, ωB97M-V with the def2-TZVPD basis set

Structure (XYZ):
```
30
Properties=species:S:1:pos:R:3:forces:R:3:mulliken_charge:R:1
C -0.0382 1.3241 1.3904 0.757 -1.343 0.525 -1.06
C 1.9348 1.0339 -0.3324 -0.155 -0.587 -0.062 0.85
C 1.3400 0.8784 0.9727 -0.591 0.679 0.045 0.52
C 3.2088 0.4515 -0.2692 0.480 -0.113 -0.205 -0.15
C 2.2467 0.2380 1.7446 0.619 -0.031 -0.312 -0.77
C 1.4350 1.4541 -1.5698 -0.089 0.376 0.326 -0.40
C 2.2464 1.3675 -2.6847 -0.477 0.354 0.234 -0.69
C 3.5431 0.8644 -2.5678 0.663 -0.268 -0.571 -0.27
C 4.0540 0.3847 -1.3791 -0.159 0.149 0.201 -0.82
N 3.4092 0.0121 1.0165 -0.239 -0.221 0.537 -0.12
H 0.4293 1.8713 -1.6008 0.183 -0.073 -0.232 0.38
H 1.8780 1.7453 -3.6335 0.132 -0.171 0.040 0.37
H 4.1740 0.8270 -3.4567 -0.147 0.044 0.197 0.34
H -0.7591 0.7998 0.7674 -0.345 0.402 -0.203 0.15
H -0.1812 2.3972 1.4280 -0.096 0.117 -0.198 0.31
H 2.2508 -0.1009 2.7663 -0.385 0.122 0.122 0.41
H 4.0147 -0.7336 1.3118 0.336 0.171 -0.343 0.25
H 5.0722 0.0116 -1.2918 -0.223 -0.023 -0.112 0.36
H -0.1653 0.8948 2.3913 -0.293 0.397 0.008 0.34
C -3.9068 -0.8786 0.1962 0.056 0.174 -0.434 -0.09
C -3.1218 -1.9309 -0.5808 -0.053 -0.382 0.416 -1.18
C -3.9789 -1.2860 1.6523 0.034 -0.064 0.666 -1.21
H -3.4790 0.1226 0.0714 0.272 -0.171 0.186 0.26
H -4.8926 -0.7790 -0.2634 -0.193 -0.108 0.244 0.29
H -2.2330 -2.2103 0.0016 -0.011 0.085 -0.343 0.29
H -4.4804 -2.2433 1.7743 -0.416 -0.044 -0.107 0.36
H -2.9916 -1.4983 2.0745 0.166 0.339 -0.203 0.30
H -2.8282 -1.6190 -1.5766 0.060 0.088 -0.134 0.31
H -3.7305 -2.8430 -0.6713 0.177 0.184 -0.041 0.37
H -4.4506 -0.5555 2.3187 -0.064 -0.082 -0.248 0.31
```
Forces are in eV/Å.

Results
Relative energy (zero: lowest compared OMol25 entry of this formula, charge and spin): 7.8 kcal/mol
E_LUMO: 0.89 eV
HOMO-LUMO gap: 8.8 eV
E_HOMO: -0.290 hartree
Total charge: 0
SMILES: Cc1c[nH]c2ccccc12.CCC

Entry 4:
Molecular formula: C12H17N
Method: DFT, ωB97M-V with the def2-TZVPD basis set

Structure (XYZ):
```
30
Properties=species:S:1:pos:R:3:forces:R:3:mulliken_charge:R:1
C -2.7928 0.7649 -0.5212 0.511 0.127 -0.563 -1.18
C -0.3336 1.2696 0.1443 -0.042 -0.220 0.310 1.24
C -1.7308 1.1108 0.4743 -0.123 -0.749 -0.500 0.27
C 0.3743 1.2571 1.3589 0.219 -0.820 0.143 -0.35
C -1.7887 0.9272 1.8162 0.274 1.144 0.656 -0.58
C 0.4016 1.2480 -1.0428 0.177 0.517 -0.787 -0.11
C 1.7629 1.1689 1.4257 0.004 0.237 -0.084 -0.98
C 1.7769 1.2095 -1.0047 0.224 0.549 0.673 -0.67
C 2.4517 1.1826 0.2342 0.011 0.440 -0.260 -0.51
N -0.5297 1.0889 2.3706 -0.329 -0.073 -0.035 -0.02
H -0.0499 1.3675 -2.0226 -0.327 -0.252 0.153 0.38
H -2.7538 1.3958 -1.4147 -0.281 0.348 0.317 0.33
H -3.7958 0.6967 -0.1175 -0.108 0.232 0.096 0.39
H -2.6152 0.9108 2.5034 -0.342 -0.372 -0.171 0.39
H -0.3235 0.9689 3.3448 0.104 0.043 -0.053 0.17
H 2.2496 1.0959 2.3890 0.178 0.118 -0.021 0.37
H 2.3819 1.3517 -1.8933 -0.233 -0.266 -0.088 0.41
H 3.5212 1.3311 0.2136 0.178 -0.440 0.176 0.38
H -2.5387 -0.2042 -0.9344 -0.073 -0.487 0.027 0.11
C 0.6187 -3.0705 -1.8690 -1.468 0.434 0.851 -0.25
C 0.6849 -3.8057 -0.5361 -0.744 -0.057 0.533 -1.15
C -0.4977 -2.0042 -1.7836 1.227 0.310 0.245 -0.83
H 0.2632 -3.7758 -2.6192 0.762 -0.081 -0.363 0.27
H 1.5618 -2.5785 -2.0730 0.209 -0.205 -0.472 0.31
H -0.3181 -4.1647 -0.2579 0.152 -0.393 -0.443 0.29
H 1.3767 -4.6441 -0.5599 0.054 -0.030 0.178 0.32
H -0.4880 -1.3336 -2.6425 -0.316 -0.254 -0.283 0.30
H 0.8664 -3.1683 0.3378 0.654 0.202 -0.385 0.30
H -0.2503 -1.3380 -0.9528 -0.342 -0.133 0.207 -0.03
H -1.4593 -2.4826 -1.6282 -0.208 0.132 -0.056 0.44
```
Forces are in eV/Å.

Results
Relative energy (zero: lowest compared OMol25 entry of this formula, charge and spin): 13.1 kcal/mol
E_LUMO: 0.93 eV
HOMO-LUMO gap: 8.8 eV
E_HOMO: -0.288 hartree
Total charge: 0
SMILES: Cc1c[nH]c2ccccc12.CCC

Entry 5:
Molecular formula: C12H17N
Method: DFT, ωB97M-V with the def2-TZVPD basis set

Structure (XYZ):
```
30
Properties=species:S:1:pos:R:3:forces:R:3:mulliken_charge:R:1
C 3.2369 -0.3904 -0.1782 -1.296 2.062 -0.851 -0.53
C 3.3929 -0.5706 1.3314 -3.311 -1.444 0.164 -0.75
H 4.1515 0.1588 -0.4447 -0.516 -0.029 -0.779 0.37
H 3.1625 -1.2985 -0.7880 0.133 0.089 0.451 0.24
H 2.2568 0.2498 -0.4838 2.449 -1.314 0.778 -0.03
H 4.2449 -0.1219 1.7382 1.067 1.265 0.513 0.40
H 2.4108 -0.2111 1.8589 2.007 -0.847 -0.589 0.08
H 3.5801 -1.6410 1.5195 -0.544 0.243 0.297 0.23
C -1.2846 0.5816 2.4320 1.073 -1.548 -2.169 -0.49
C -2.7933 0.4185 2.6254 1.308 -1.717 1.143 -1.12
C -0.9759 0.8311 0.9153 -0.349 -0.715 -0.638 0.07
C -1.1596 2.0280 0.2492 1.315 -3.753 -0.887 -0.89
C -0.5869 -0.1660 -0.1571 0.553 2.708 2.314 1.26
C -0.4451 0.6031 -1.3431 -0.548 -2.474 -0.515 -0.53
C -0.1629 -1.4900 -0.0392 -1.396 -0.178 1.976 -0.25
C -0.0838 -0.1388 -2.5089 0.516 1.725 -0.675 -0.53
C 0.2632 -2.1159 -1.1578 0.454 -3.014 0.253 -0.65
C 0.3558 -1.4604 -2.3557 1.134 0.696 -3.195 -0.29
N -0.8485 1.8883 -1.0946 0.219 -0.134 -0.685 -0.03
H -0.8954 1.4904 2.8329 0.360 0.255 1.272 0.37
H -0.7225 -0.4117 2.8261 -1.099 2.568 -0.908 0.27
H -3.3659 1.3010 2.5133 -0.327 1.199 0.338 0.35
H -1.5765 2.9161 0.4703 -1.085 2.845 1.494 0.62
H -0.8646 2.6459 -1.7739 0.004 -0.534 0.423 0.20
H -0.3059 -2.0519 0.9415 0.311 0.881 -1.416 0.22
H -0.0838 0.4318 -3.4981 0.301 -1.156 1.297 0.25
H 0.4470 -3.2318 -1.1312 0.178 1.483 0.023 0.29
H 0.9430 -1.9786 -3.2312 -1.735 1.005 1.578 0.24
H -2.8767 -0.0624 3.6568 -0.787 0.536 -1.496 0.30
H -3.1057 -0.1851 1.7756 -0.390 -0.703 0.487 0.33
```
Forces are in eV/Å.

Results
Relative energy (zero: lowest compared OMol25 entry of this formula, charge and spin): 50.2 kcal/mol
E_LUMO: 0.88 eV
HOMO-LUMO gap: 8.7 eV
E_HOMO: -0.288 hartree
Total charge: 0
SMILES: CCc1c[nH]c2ccccc12.CC

Entry 6:
Molecular formula: C12H17N
Method: DFT, ωB97M-V with the def2-TZVPD basis set

Structure (XYZ):
```
30
Properties=species:S:1:pos:R:3:forces:R:3:mulliken_charge:R:1
C 0.2505 -2.1810 0.4877 -2.055 -3.273 -2.515 0.18
C 0.4855 -3.6867 0.8831 -1.567 1.896 -0.158 -1.27
C -0.1880 -1.3900 1.6314 -0.405 1.196 1.165 -0.85
H 1.1873 -1.9145 0.1174 1.297 1.368 -0.888 0.08
H -0.5692 -2.1313 -0.3916 1.998 -0.072 1.719 0.12
H 1.2055 -4.1740 0.2713 0.583 -0.412 -0.565 0.38
H -0.8254 -1.8636 2.3922 0.355 -0.488 -0.302 0.41
H 0.7092 -0.9872 2.1286 -0.600 0.290 0.088 0.30
H -0.5212 -4.1090 0.6847 0.790 -0.567 1.134 0.29
H 0.8725 -3.5600 1.9036 -0.510 -1.065 -0.042 0.33
H -0.8342 -0.6434 1.2059 0.079 1.112 0.391 0.03
C 2.6311 1.3039 -0.3435 -1.738 1.297 3.796 -1.35
C -1.0451 0.8467 -1.3237 1.283 2.690 3.319 -0.17
C 0.0280 1.4469 -0.3252 -2.075 -2.043 -1.862 0.64
C 1.2416 1.0710 -0.9140 0.762 -0.001 -2.073 0.80
C 0.9617 0.5501 -2.2124 3.645 0.895 0.812 -0.68
C -2.3834 1.1395 -0.9935 1.171 -0.109 -0.231 -0.69
C -2.6514 1.9016 0.1353 1.645 -0.121 0.084 -0.47
C -0.2876 2.2119 0.8400 -1.610 -2.437 -3.137 -0.41
C -1.6151 2.4226 1.0163 -2.884 0.750 -0.790 -0.71
N -0.3725 0.3382 -2.4054 -0.425 -0.228 -1.514 0.00
H -0.7395 -0.0881 -3.3168 0.468 1.139 2.304 0.28
H -3.1622 0.8919 -1.6857 -0.526 -0.295 -0.084 0.39
H 1.8247 0.5723 -3.0171 -2.367 -0.788 1.472 0.27
H -3.6940 2.0962 0.2907 -0.213 0.445 0.423 0.39
H 0.4175 2.4615 1.5399 1.748 0.982 1.312 0.46
H 3.3243 1.7338 -0.9624 1.603 0.738 -2.135 0.45
H 3.0589 0.4134 0.1056 -0.015 -0.264 -0.068 0.26
H -1.9812 3.2072 1.6835 0.230 -0.626 0.445 0.33
H 2.6718 2.1202 0.5740 -0.666 -2.007 -2.100 0.23
```
Forces are in eV/Å.

Results
Relative energy (zero: lowest compared OMol25 entry of this formula, charge and spin): 68.1 kcal/mol
E_LUMO: 0.81 eV
HOMO-LUMO gap: 8.3 eV
E_HOMO: -0.275 hartree
Total charge: 0
SMILES: Cc1c[nH]c2ccccc12.CCC

Entry 7:
Molecular formula: C12H17N
Method: DFT, ωB97M-V with the def2-TZVPD basis set

Structure (XYZ):
```
30
Properties=species:S:1:pos:R:3:forces:R:3:mulliken_charge:R:1
C 3.3174 -2.0072 1.1969 -0.549 -0.731 -0.844 -0.18
C 3.3374 -0.6433 0.4912 0.720 -0.285 -0.264 -1.12
C 1.9654 -2.7435 1.3770 -0.963 1.612 -0.322 -0.84
H 3.8676 -1.9933 2.1404 0.171 0.021 -0.290 0.34
H 3.8396 -2.5868 0.4228 0.401 -0.342 0.793 0.18
H 3.0662 0.2520 1.0317 -0.164 0.054 0.478 0.35
H 4.3929 -0.5742 0.1837 -0.290 0.611 0.041 0.34
H 1.6864 -2.9849 2.4019 0.283 -0.077 0.031 0.28
H 2.7707 -0.6440 -0.4427 -0.168 -0.212 0.086 0.25
H 1.8490 -3.6208 0.7534 0.303 -0.314 0.021 0.29
H 1.1663 -2.0588 1.0186 0.220 -0.317 0.252 0.12
C -1.0034 -1.2092 -1.9946 0.010 0.486 -0.606 -1.24
C -2.5576 1.5506 0.0370 1.731 -0.606 0.205 -0.29
C -1.3816 0.9906 -0.5811 -0.569 -0.385 -0.075 0.92
C -1.8180 -0.1801 -1.2671 -0.070 -1.003 -0.612 0.55
C -3.1685 -0.2333 -1.1946 -0.675 1.153 0.213 -0.57
C -2.4202 2.5931 0.9476 -0.430 -0.534 -0.993 -0.57
C -1.1660 3.2084 1.0066 -1.653 0.561 -0.676 -0.52
C -0.1114 2.7803 0.2006 1.108 0.395 -0.868 -0.55
C -0.1405 1.6251 -0.5935 -1.469 0.210 2.382 -0.43
N -3.6252 0.7682 -0.3209 0.390 -0.028 -0.532 -0.06
H -3.3562 2.9382 1.3865 0.567 0.370 0.438 0.31
H -1.2362 4.1900 1.4656 0.890 -0.131 0.228 0.31
H -4.5667 1.0734 -0.1884 -0.308 -0.173 -0.100 0.23
H 0.7356 3.4400 0.0128 0.073 -0.110 0.763 0.37
H -3.8412 -0.6601 -1.9269 -0.086 -0.576 0.574 0.33
H 0.7393 1.1022 -0.9148 0.299 0.293 -0.678 0.31
H -0.1683 -0.7276 -2.4895 0.378 0.100 -0.089 0.35
H -1.5865 -1.6590 -2.8124 0.072 -0.106 0.437 0.35
H -0.5860 -1.9862 -1.3482 -0.224 0.066 0.009 0.20
```
Forces are in eV/Å.

Results
Relative energy (zero: lowest compared OMol25 entry of this formula, charge and spin): 32.9 kcal/mol
E_LUMO: 0.95 eV
HOMO-LUMO gap: 8.8 eV
E_HOMO: -0.288 hartree
Total charge: 0
SMILES: Cc1c[nH]c2ccccc12.CCC